Record 1
An isolated molecule of H2P2S6 at a distorted geometry, computed with ωB97M-V/def2-TZVPD.

Bonds (Å) are listed after each position.
Cartesian coordinates (Å):
1 S 2.88575 -2.83155 -0.05042  P2 1.927
2 P 1.45826 -1.54433 0.08585  S1 1.927, S3 2.150, S4 2.076, S8 2.479
3 S 1.97216 0.54126 0.18620  P2 2.150, H9 1.314
4 S 0.02258 -1.67625 1.57928  P2 2.076, P5 2.200
5 P -1.45987 -1.53136 -0.03966  S4 2.200, S6 1.986, S7 2.145, S8 2.079
6 S -2.95606 -2.83583 0.02054  P5 1.986
7 S -1.94698 0.55659 -0.08733  P5 2.145, H10 1.378
8 S -0.24069 -1.80005 -1.70164  P2 2.479, P5 2.079
9 H 2.92408 0.14170 -0.62738  S3 1.314
10 H -0.68762 0.77759 0.42767  S7 1.378

highest occupied orbital energy: -9.18 eV
relative energy (zero: lowest compared OMol25 entry of this formula, charge and spin): 0.00 kJ/mol
multiplicity: 1
orbital gap: 7.17 eV
calculated total energy: -3073.10908 Eh
maximum force: 2.67 eV Å⁻¹

---

Record 2
A cluster of 15 separate species, H30O15 in total at a distorted geometry, computed with ωB97M-V/def2-TZVPD.

Bonds (Å) are listed after each position.
Cartesian coordinates (Å):
1 O -1.95696 -1.39786 1.82961  H2 0.964, H3 0.900
2 H -2.90514 -1.53061 1.93914  O1 0.964
3 H -1.63630 -1.49604 2.66520  O1 0.900
4 O 1.20118 2.35790 -2.70033  H5 0.949, H6 0.955
5 H 0.62877 2.46537 -1.95118  O4 0.949
6 H 1.69207 1.56931 -2.47762  O4 0.955
7 O -2.38639 -1.47459 -1.09531  H8 0.945, H9 0.974
8 H -2.23000 -1.76252 -1.98144  O7 0.945
9 H -1.47749 -1.53080 -0.75005  O7 0.974
10 O -0.47587 2.86470 -0.74569  H11 0.944, H12 0.959
11 H -0.96488 2.05895 -0.69910  O10 0.944
12 H -0.47333 3.17816 0.16038  O10 0.959
13 O 0.00094 -0.07336 -0.30414  H14 0.961, H15 0.940
14 H 0.06023 -0.76738 0.35744  O13 0.961
15 H 0.70713 0.53715 -0.19581  O13 0.940
16 O 2.76942 0.09145 -2.48741  H17 0.970, H18 0.942
17 H 2.84169 -0.38131 -1.64293  O16 0.970
18 H 3.50631 0.57318 -2.82266  O16 0.942
19 O -1.02965 -3.98001 -0.11808  H20 0.970, H21 0.937
20 H -1.86248 -3.48597 -0.16704  O19 0.970
21 H -0.49654 -3.38194 0.36850  O19 0.937
22 O 0.61150 0.14433 3.13711  H23 0.952, H24 0.934
23 H 1.50533 -0.01350 2.84968  O22 0.952
24 H 0.32766 -0.55186 3.69177  O22 0.934
25 O 0.96970 2.87612 2.37755  H26 0.968, H27 0.977
26 H 0.59730 2.39179 3.12850  O25 0.968
27 H 1.38589 2.16203 1.85612  O25 0.977
28 O 0.64709 -2.19005 -2.15076  H29 0.947, H30 0.945
29 H 1.14122 -1.64130 -2.74301  O28 0.947
30 H 1.18311 -2.12473 -1.37491  O28 0.945
31 O 1.03436 -2.50653 1.27377  H32 0.939, H33 0.957
32 H 1.95553 -2.32804 1.29558  O31 0.939
33 H 0.81601 -3.18285 1.91440  O31 0.957
34 O -1.68066 1.65750 2.11530  H35 0.972, H36 0.945
35 H -0.93385 1.11176 2.41488  O34 0.972
36 H -2.07548 1.35261 1.31315  O34 0.945
37 O -1.08356 0.40390 -2.89673  H38 0.974, H39 0.960
38 H -0.31668 -0.01066 -3.33081  O37 0.974
39 H -0.87739 0.30255 -1.96487  O37 0.960
40 O -2.73974 1.06629 -0.35812  H41 0.984, H42 0.941
41 H -3.01640 1.59656 -1.13925  O40 0.984
42 H -2.80336 0.15597 -0.58678  O40 0.941
43 O 2.28126 1.57422 0.39795  H44 0.949, H45 0.993
44 H 2.65530 0.98715 1.04321  O43 0.949
45 H 2.90313 2.33293 0.55480  O43 0.993

highest occupied orbital energy: -9.48 eV
relative energy (zero: lowest compared OMol25 entry of this formula, charge and spin): 253.23 kJ/mol
multiplicity: 1
orbital gap: 8.15 eV
calculated total energy: -1146.54362 Eh
maximum force: 3.92 eV Å⁻¹

---

Record 3
A cluster of 15 separate species, H30O15 in total at a distorted geometry, computed with ωB97M-V/def2-TZVPD.

Bonds (Å) are listed after each position.
Cartesian coordinates (Å):
1 H -1.00348 -0.83786 -0.01505  O31 0.921
2 H -0.32923 0.23942 0.90791  O31 0.979
3 H 1.22106 -3.46748 -2.17273  O32 1.040
4 H 2.50911 -4.21645 -1.90985  O32 0.931
5 H 3.60921 0.58667 2.35735  O33 0.956
6 H 3.93786 0.87859 0.94209  O33 1.012
7 H 3.06566 -1.92930 1.11910  O34 0.896
8 H 4.48690 -2.08422 1.76464  O34 0.970
9 H -2.31938 -3.10315 -3.04078  O35 0.936
10 H -2.53113 -2.88117 -1.44871  O35 1.000
11 H -0.99108 1.83210 2.65923  O36 1.032
12 H -1.56203 0.36023 2.51926  O36 0.931
13 H 1.76418 -0.63857 -1.84240  O37 1.022
14 H 1.13231 0.53122 -1.16981  O37 0.962
15 H -1.77070 -2.32327 1.13081  O38 0.940
16 H -1.86355 -3.64142 0.79968  O38 0.915
17 H -0.53943 -1.72873 -1.96418  O39 0.996
18 H -0.94219 -0.66219 -2.91721  O39 0.931
19 H 1.37837 3.64132 2.21615  O40 0.961
20 H 1.98813 4.95520 2.33541  O40 1.012
21 H -4.07017 1.86250 -1.45667  O41 0.964
22 H -4.45885 1.13754 -2.65883  O41 0.921
23 H -2.17436 2.02879 -2.88659  O42 0.952
24 H -1.72376 1.01878 -1.86549  O42 1.011
25 H 2.36793 3.26516 -0.49850  O43 1.025
26 H 3.53050 4.18257 -0.76073  O43 0.979
27 H -2.59367 -3.06877 2.99193  O44 0.963
28 H -1.47607 -2.86064 4.02892  O44 0.928
29 H -1.39797 3.88164 -0.60014  O45 0.927
30 H -0.58546 2.69903 0.04162  O45 1.017
31 O -0.70924 0.03337 0.03006  H1 0.921, H2 0.979
32 O 1.89950 -3.70797 -1.42276  H3 1.040, H4 0.931
33 O 4.39358 0.75094 1.83611  H5 0.956, H6 1.012
34 O 3.68537 -2.50421 1.41627  H7 0.896, H8 0.970
35 O -1.91101 -2.86295 -2.23358  H9 0.936, H10 1.000
36 O -1.21752 0.95269 3.14995  H11 1.032, H12 0.931
37 O 1.77309 -0.14983 -0.94517  H13 1.022, H14 0.962
38 O -2.23111 -2.85592 0.50837  H15 0.940, H16 0.915
39 O -0.60956 -1.53140 -2.93840  H17 0.996, H18 0.931
40 O 2.00977 4.06004 2.80691  H19 0.961, H20 1.012
41 O -3.74151 1.20868 -2.08478  H21 0.964, H22 0.921
42 O -1.42425 1.87001 -2.32158  H23 0.952, H24 1.011
43 O 2.81954 4.09120 -0.09327  H25 1.025, H26 0.979
44 O -2.09372 -2.41840 3.49559  H27 0.963, H28 0.928
45 O -1.30162 3.40620 0.18988  H29 0.927, H30 1.017

highest occupied orbital energy: -9.48 eV
relative energy (zero: lowest compared OMol25 entry of this formula, charge and spin): 558.96 kJ/mol
multiplicity: 1
orbital gap: 9.25 eV
calculated total energy: -1146.42717 Eh
maximum force: 6.06 eV Å⁻¹

---

Record 4
A cluster of 15 separate species, H30O15 in total at a distorted geometry, computed with ωB97M-V/def2-TZVPD.

Bonds (Å) are listed after each position.
Cartesian coordinates (Å):
1 O 1.49813 -2.09900 -1.12204  H2 0.939, H3 0.949
2 H 1.63813 -2.91500 -0.67904  O1 0.939
3 H 1.97913 -2.00400 -1.93404  O1 0.949
4 O -0.24487 -4.13100 -0.80104  H5 0.952, H6 0.960
5 H -0.38087 -3.79400 0.07896  O4 0.952
6 H -0.32687 -3.36500 -1.37404  O4 0.960
7 O -0.22587 -0.14800 -2.76604  H8 0.967, H9 0.979
8 H -0.38387 -1.10100 -2.80604  O7 0.967
9 H 0.61013 0.12100 -2.33304  O7 0.979
10 O -1.52887 3.62400 0.58396  H11 0.974, H12 0.958
11 H -0.94187 4.06000 1.22796  O10 0.974
12 H -1.01187 3.06000 0.00696  O10 0.958
13 O -0.89387 -3.23100 1.73196  H14 0.980, H15 0.962
14 H -0.35287 -3.60100 2.45996  O13 0.980
15 H -0.72087 -2.29200 1.61796  O13 0.962
16 O -2.50987 -1.83100 -0.19904  H17 0.973, H18 0.965
17 H -1.78387 -1.19400 -0.07804  O16 0.973
18 H -3.21487 -1.55100 0.39796  O16 0.965
19 O -2.82887 0.29800 -2.40404  H20 0.959, H21 0.966
20 H -1.96687 -0.11700 -2.47604  O19 0.959
21 H -2.95587 0.72800 -3.26004  O19 0.966
22 O -0.72187 2.22400 -1.70504  H23 0.935, H24 0.947
23 H -0.29687 2.74500 -2.35504  O22 0.935
24 H -0.81487 1.34900 -2.05604  O22 0.947
25 O 1.94213 0.87700 -1.38604  H26 0.943, H27 0.938
26 H 2.55913 0.42800 -0.83204  O25 0.943
27 H 1.41013 1.29300 -0.73504  O25 0.938
28 O -0.39287 -0.18600 0.22496  H29 0.975, H30 0.947
29 H -0.06687 0.70200 0.46196  O28 0.975
30 H 0.13213 -0.64200 -0.41804  O28 0.947
31 O -2.02287 -0.48900 2.83796  H32 0.979, H33 0.957
32 H -1.86287 0.47400 2.76296  O31 0.979
33 H -2.91387 -0.70600 2.56496  O31 0.957
34 O 1.05813 -0.72800 2.68396  H35 0.936, H36 0.952
35 H 0.35613 -0.65800 3.29896  O34 0.936
36 H 0.73613 -0.78600 1.78996  O34 0.952
37 O 1.12413 1.90500 1.36196  H38 0.942, H39 0.947
38 H 0.75513 2.09100 2.20896  O37 0.942
39 H 1.89713 1.47800 1.70396  O37 0.947
40 O 3.06413 -0.46200 0.76096  H41 0.948, H42 0.971
41 H 4.00313 -0.54800 0.66796  O40 0.948
42 H 2.65813 -1.33300 0.90296  O40 0.971
43 O 1.48013 4.15600 -0.53004  H44 0.970, H45 0.955
44 H 1.43613 4.90500 0.08496  O43 0.970
45 H 1.02813 3.39400 -0.17304  O43 0.955

highest occupied orbital energy: -10.37 eV
relative energy (zero: lowest compared OMol25 entry of this formula, charge and spin): 191.61 kJ/mol
multiplicity: 1
orbital gap: 10.10 eV
calculated total energy: -1146.56709 Eh
maximum force: 2.19 eV Å⁻¹

---

Record 5
A cluster of 15 separate species, H30O15 in total at a distorted geometry, computed with ωB97M-V/def2-TZVPD.

Bonds (Å) are listed after each position.
Cartesian coordinates (Å):
1 O 4.47259 -0.29658 -0.84617  H2 0.927, H3 0.957
2 H 4.23192 -0.68756 -0.04037  O1 0.927
3 H 4.76519 -0.98210 -1.44612  O1 0.957
4 O -0.79325 4.35727 -0.42185  H5 1.025, H6 0.894
5 H -0.28940 4.10499 0.43378  O4 1.025
6 H -0.08672 4.68242 -0.86268  O4 0.894
7 O -2.43684 -2.69301 1.43730  H8 0.940, H9 0.977
8 H -2.33874 -3.37407 0.79653  O7 0.940
9 H -3.34110 -2.81032 1.78739  O7 0.977
10 O 2.39883 -2.38584 3.45457  H11 0.972, H12 0.969
11 H 1.49390 -2.06142 3.31390  O10 0.972
12 H 3.04315 -2.08405 2.79610  O10 0.969
13 O 0.12291 2.17457 2.54673  H14 0.938, H15 0.954
14 H 0.31492 2.54182 3.38838  O13 0.938
15 H 0.21568 1.22901 2.63129  O13 0.954
16 O -4.22328 0.90508 -2.51363  H17 0.969, H18 1.044
17 H -3.88287 0.38650 -1.76920  O16 0.969
18 H -3.97842 1.91340 -2.39915  O16 1.044
19 O 0.10526 0.47787 -1.19046  H20 0.981, H21 0.925
20 H 1.01169 0.83761 -1.29252  O19 0.981
21 H -0.26347 0.12884 -1.96418  O19 0.925
22 O -2.75604 2.39387 0.00370  H23 1.016, H24 0.949
23 H -1.96361 2.71717 0.55079  O22 1.016
24 H -3.44039 2.87596 0.45004  O22 0.949
25 O -0.04701 -0.93582 1.16661  H26 1.078, H27 0.958
26 H 0.81711 -1.06051 0.53427  O25 1.078
27 H -0.90636 -0.59220 0.91859  O25 0.958
28 O 3.29038 -0.31950 2.07982  H29 0.907, H30 1.050
29 H 4.00531 0.22673 2.19608  O28 0.907
30 H 2.40888 -0.09466 2.60321  O28 1.050
31 O -3.20640 -0.89321 0.24942  H32 0.913, H33 0.923
32 H -2.76323 -0.11042 0.40353  O31 0.913
33 H -3.16183 -0.89213 -0.67291  O31 0.923
34 O 2.67194 0.81596 -2.77019  H35 0.950, H36 0.978
35 H 3.48586 1.29734 -2.86276  O34 0.950
36 H 3.13557 -0.01649 -2.54960  O34 0.978
37 O 1.98482 -1.76008 -3.06636  H38 1.043, H39 0.846
38 H 1.28351 -1.54988 -2.32306  O37 1.043
39 H 1.60637 -1.76438 -3.82316  O37 0.846
40 O -0.03383 -0.65895 3.55475  H41 0.999, H42 1.061
41 H -0.16427 -0.79840 2.57415  O40 0.999
42 H -0.92551 -0.88270 4.08363  O40 1.061
43 O -2.00919 -1.77849 -3.85608  H44 1.016, H45 0.885
44 H -1.70605 -0.91442 -4.29520  O43 1.016
45 H -2.14800 -1.66922 -2.98892  O43 0.885

highest occupied orbital energy (alpha / beta): -13.51 / -13.27 eV
relative energy (zero: lowest compared OMol25 entry of this formula, charge and spin): 322.61 kJ/mol
multiplicity: 2
orbital gap (alpha / beta): 10.04 / 2.66 eV
calculated total energy: -1146.03297 Eh
maximum force: 11.02 eV Å⁻¹
net charge: +1